{
  "formula": "C20H43N2P3S2V",
  "method": "ωB97M-V with the def2-TZVPD basis set",
  "symbols": ["V", "P", "P", "P", "H", "C", "C", "H", "C", "C", "C", "C", "C", "C", "C", "C", "C", "H", "H", "H", "H", "H", "H", "H", "H", "H", "H", "H", "H", "H", "H", "H", "H", "H", "H", "H", "H", "H", "H", "H", "H", "H", "H", "H", "H", "H", "C", "C", "C", "C", "C", "C", "S", "H", "H", "H", "H", "H", "H", "S", "C", "N", "C", "C", "N", "H", "H", "H", "H", "H", "H"],
  "coordinates": [[0.811, -0.173, -0.002], [2.022, 1.419, 1.068], [-0.922, 0.398, 1.565], [-1.657, 2.870, -1.903], [0.445, -2.270, -5.158], [0.567, -1.172, -5.148], [1.581, -0.589, -4.470], [2.473, -1.220, -4.266], [3.303, 0.454, 1.946], [1.556, 2.682, 2.317], [2.916, 2.419, -0.179], [-2.429, -0.588, 1.322], [-0.661, 0.087, 3.360], [-1.714, 2.032, 1.838], [-1.178, 2.881, -3.641], [-0.834, 4.042, -0.841], [-3.393, 2.598, -1.478], [-0.178, -0.611, -5.724], [1.626, 0.483, -4.298], [3.347, -0.581, 1.567], [3.087, 0.437, 3.023], [4.266, 0.950, 1.761], [1.115, 2.213, 3.206], [0.835, 3.382, 1.881], [2.447, 3.252, 2.618], [3.302, 1.777, -0.984], [3.750, 2.937, 0.313], [2.228, 3.158, -0.610], [-3.100, -0.421, 2.176], [-2.186, -1.654, 1.280], [-2.950, -0.299, 0.400], [-1.243, 0.817, 3.928], [0.377, 0.222, 3.672], [-1.025, -0.903, 3.647], [-2.399, 1.931, 2.693], [-2.301, 2.359, 0.979], [-0.986, 2.811, 2.074], [-1.716, 3.703, -4.131], [-1.443, 1.934, -4.135], [-0.095, 3.066, -3.720], [-1.040, 5.063, -1.202], [0.252, 3.864, -0.857], [-1.193, 3.966, 0.194], [-4.019, 3.280, -2.090], [-3.562, 2.798, -0.396], [-3.622, 1.528, -1.709], [0.120, -1.206, -2.227], [-1.190, -1.493, -2.685], [-1.572, -2.812, -2.865], [-0.655, -3.860, -2.669], [0.667, -3.577, -2.294], [1.114, -2.255, -2.178], [0.528, 0.486, -2.178], [-1.093, 1.684, -1.448], [-1.774, -0.661, -3.115], [-2.600, -3.004, -3.145], [-0.957, -4.897, -2.778], [1.375, -4.372, -2.162], [2.180, -1.991, -2.220], [1.453, -2.217, 0.631], [0.856, -2.693, 2.194], [-0.169, -3.533, 2.430], [-0.163, -4.007, 3.811], [0.981, -3.231, 4.443], [1.490, -2.434, 3.347], [-0.685, -3.970, 1.666], [0.000, -5.089, 3.834], [-1.117, -3.796, 4.307], [1.758, -3.898, 4.814], [0.639, -2.599, 5.261], [2.353, -1.909, 3.340]],
  "forces_ev_per_a": [[-1.5, -1.1, -2.5], [1.7, 2.1, 0.9], [-1.5, 0.0, 1.4], [0.0, -1.4, 0.7], [0.4, 0.7, -0.4], [0.7, 0.2, 0.3], [0.0, -1.1, -2.3], [-0.8, 0.7, 0.5], [0.4, -0.3, -0.1], [-0.2, -0.1, -0.1], [0.1, -0.1, 0.0], [-0.3, -0.2, -0.2], [0.5, -0.1, 0.3], [-0.1, 0.5, -0.4], [-0.4, 0.8, -0.1], [0.1, 1.3, -0.2], [-0.5, 0.4, -0.5], [0.0, -0.1, 0.6], [0.4, -0.3, -0.7], [0.2, 0.6, 0.2], [0.1, 0.1, -0.3], [-0.1, -0.2, 0.3], [0.1, 0.2, -0.2], [0.3, 0.0, 0.1], [-0.1, -0.3, -0.1], [-0.1, 0.2, 0.2], [-0.2, 0.0, -0.2], [0.3, -0.2, 0.1], [0.1, 0.0, -0.2], [-0.1, 0.1, -0.1], [0.1, -0.1, 0.2], [0.0, -0.2, -0.1], [-0.1, -0.3, 0.0], [0.2, 0.0, -0.1], [0.2, 0.0, -0.4], [0.1, -0.2, 0.1], [-0.2, -0.2, 0.1], [0.2, -0.2, -0.1], [0.1, 0.3, 0.3], [-0.4, -0.1, 0.1], [0.2, -0.2, 0.3], [-0.4, 0.1, -0.2], [0.0, 0.0, -0.5], [0.0, -0.5, 0.5], [0.1, -0.1, -0.9], [0.0, 0.9, 0.1], [0.5, -1.2, -0.4], [0.6, -0.2, 0.1], [0.0, 0.0, 0.1], [0.4, 0.5, 0.9], [-0.3, 0.6, -0.5], [-1.5, 0.8, -0.3], [1.1, 0.3, 1.4], [-0.3, 0.2, 0.1], [-0.1, -0.5, 0.8], [0.1, -0.2, -0.3], [0.0, 0.2, -0.1], [0.2, -0.3, -0.1], [-0.5, -0.2, 0.6], [-0.5, -1.3, 1.1], [0.1, -0.8, 1.5], [0.7, 0.9, -1.2], [-0.8, -0.6, 0.3], [0.4, -0.1, 0.9], [-0.2, 0.3, -1.6], [0.3, 0.2, 0.4], [0.0, 0.2, 0.0], [0.1, -0.1, -0.2], [0.0, 0.1, 0.1], [0.1, 0.0, 0.0], [-0.1, -0.2, 0.2]],
  "lowdin_charge": [0.077, 0.718, 0.773, 0.859, 0.079, -0.045, -0.158, 0.087, -0.229, -0.216, -0.226, -0.229, -0.228, -0.233, -0.196, -0.187, -0.185, 0.072, 0.011, 0.002, 0.063, 0.075, 0.046, 0.035, 0.086, 0.059, 0.075, 0.035, 0.076, 0.042, 0.052, 0.065, 0.032, 0.051, 0.079, 0.000, 0.026, 0.078, 0.066, 0.071, 0.088, 0.044, 0.041, 0.081, 0.059, 0.075, -0.718, -0.114, -0.039, -0.010, -0.065, -0.220, 0.703, -0.098, 0.117, 0.123, 0.127, 0.120, 0.116, 0.798, -0.670, 0.065, -0.095, -0.101, 0.055, 0.168, 0.143, 0.135, 0.142, 0.132, 0.140],
  "relative_energy_kcal_mol": 42.0,
  "orbital_gap_ev": [6.4, 7.0],
  "homo_ev": [-16.1, -16.1],
  "s2": 2.0573,
  "spin_multiplicity": 3,
  "charge": 3,
  "lumo_energy_ev": [-9.68, -9.15]
}